[1]
Entry from OMol25: 2 unconnected molecules or ions with the total composition C3H10NOS (ωB97M-V/def2-TZVPD).

Summary:
Charge: 0
2S+1: 2
E_tot, eV: -17641.783
Maximum force, Eh/bohr: 0.06978
Expectation value of S²: 0.757
LUMO level (alpha / beta), eV: 0.79 / -2.38

XYZ file:
```
16
C3H10NOS (ωB97M-V/def2-TZVPD)
C -1.2084 1.8503 0.9119
S -2.2793 0.6330 -0.2621
C -1.3184 -0.8915 -0.0368
H -1.7162 1.8262 1.9678
H -0.2185 1.3906 0.6538
H -1.3199 2.8741 0.4429
H -1.6716 -1.7108 -0.7857
H -1.4422 -1.2720 0.9678
H -0.1557 -0.9091 -0.2177
N 3.0028 0.2746 0.1305
C 2.3795 -1.0016 -0.5955
O 1.4905 -1.7238 0.1365
H 2.2119 0.8192 0.4296
H 3.5393 0.8530 -0.4700
H 3.2811 -1.5166 -0.9721
H 1.9016 -0.3569 -1.5049
```

=====

[2]
Entry from OMol25: 2 unconnected molecules or ions with the total composition C3H10NOS (ωB97M-V/def2-TZVPD).

Summary:
Charge: +1
2S+1: 1
E_tot, eV: -17634.671
Maximum force, Eh/bohr: 0.15099
LUMO level (alpha / beta), eV: -4.85 / -4.17

XYZ file:
```
16
C3H10NOS (ωB97M-V/def2-TZVPD)
C 0.7754 2.3409 -0.5222
C -1.3632 -2.0056 0.6444
C 0.3934 0.0487 0.3612
N -0.1763 1.2220 -0.2892
O -0.6825 -2.8586 1.3608
S 1.6930 -0.6493 -0.5001
H 0.6405 3.1717 0.1744
H 1.7572 1.7927 -0.4962
H 0.5669 2.7353 -1.5787
H -1.9972 -1.4428 1.3984
H -1.3690 -1.8817 -0.3289
H 0.5013 0.1127 1.3835
H -0.4081 0.9759 -1.2810
H -0.9704 1.6713 0.0751
H -0.2733 -3.5943 0.8768
H 0.9123 -1.6389 -1.2782
```

=====

[3]
Entry from OMol25: 2 unconnected molecules or ions with the total composition C3H10NPS (ωB97M-V/def2-TZVPD).

Summary:
SMILES: CC(C)N=S.P
Charge: 0
2S+1: 1
E_tot, eV: -24883.920
Maximum force, Eh/bohr: 0.05663
LUMO level (alpha / beta), eV: -0.95 / -0.95

XYZ file:
```
16
C3H10NPS (ωB97M-V/def2-TZVPD)
C 0.5135 -1.5190 -1.2338
C 1.9425 -1.2846 0.8822
C 1.0106 -0.6204 -0.0996
N -0.0997 -0.0064 0.6917
P -2.3625 3.1895 0.6812
S -1.5903 -0.2776 0.3229
H -0.2933 -1.0814 -1.9917
H 1.3939 -1.9682 -1.7571
H 0.1709 -2.3758 -0.6507
H 1.6505 -1.0969 1.9240
H 2.9774 -0.7717 0.7891
H 1.9271 -2.3186 0.6018
H 1.5355 0.1843 -0.5605
H -2.2167 3.0249 -0.6140
H -3.5212 2.5322 0.5269
H -3.0381 4.3897 0.4876
```

=====

[4]
Entry from OMol25: 2 unconnected molecules or ions with the total composition C3H10NS (ωB97M-V/def2-TZVPD).

Summary:
Charge: +1
2S+1: 1
E_tot, eV: -15590.346
Maximum force, Eh/bohr: 0.06821
LUMO level, eV: -5.46

XYZ file:
```
15
C3H10NS (ωB97M-V/def2-TZVPD)
C -1.9956 1.4718 -1.7080
N -0.8068 1.0406 -1.6851
H -2.2937 2.4730 -1.9218
H -2.7382 0.7990 -1.3448
H -0.5015 0.2409 -1.1807
H -0.0311 1.7251 -1.7362
C 2.1963 -0.3122 0.2710
C 1.2735 -0.8418 1.3675
S -0.4426 -0.6921 0.7913
H 3.2296 -0.3453 0.6281
H 2.3741 -1.1250 -0.5249
H 1.9978 0.6760 -0.1442
H 1.4335 -0.3725 2.3399
H 1.3465 -1.9439 1.5027
H -0.9339 -0.2447 1.9340
```

=====

[5]
Entry from OMol25: a gas-phase ion, C3H10NS (charge +1) (ωB97M-V/def2-TZVPD).

Summary:
SMILES: C[C@H]([NH3+])CS
Charge: +1
2S+1: 1
E_tot, eV: -15591.636
Maximum force, Eh/bohr: 0.04340
LUMO level, eV: -3.83

XYZ file:
```
15
C3H10NS (ωB97M-V/def2-TZVPD)
C 1.1286 -0.5712 -0.7526
C 0.3253 0.0115 0.4101
C -0.7576 0.9691 -0.0290
S -0.0658 2.3446 -1.0035
N -0.2930 -1.1284 1.2058
H 1.7951 0.1380 -1.1481
H 0.4051 -0.9469 -1.4809
H 1.6952 -1.4492 -0.4418
H 0.9783 0.5396 1.0823
H -1.5431 0.5380 -0.6459
H -1.3980 1.3907 0.7511
H -0.8416 2.2399 -2.0887
H -1.0139 -0.7224 1.7895
H -0.8015 -1.7399 0.5629
H 0.3869 -1.6135 1.7886
```

=====

[6]
Entry from OMol25: 2 unconnected molecules or ions with the total composition C3H10NS (ωB97M-V/def2-TZVPD).

Summary:
Charge: +1
2S+1: 1
E_tot, eV: -15590.180
Maximum force, Eh/bohr: 0.04182
LUMO level, eV: -6.03

XYZ file:
```
15
C3H10NS (ωB97M-V/def2-TZVPD)
C 1.6021 0.4091 -1.1056
N 2.8278 0.1373 -0.8363
H 1.1228 1.2701 -0.6489
H 1.0417 -0.1328 -1.8592
H 3.1150 -0.8120 -1.0517
H 3.3140 0.8576 -0.2979
C -1.7829 0.4898 -0.1510
C -1.3262 -0.1569 1.1371
S -0.8909 -1.9670 0.8533
H -2.8720 0.4865 -0.2373
H -1.3869 0.0628 -1.0752
H -1.5471 1.5587 -0.2043
H -0.3323 0.2254 1.3633
H -2.0136 -0.1196 1.9693
H -0.8714 -2.3092 2.1444
```

=====

[7]
Entry from OMol25: a molecular structure, C3H10NS (ωB97M-V/def2-TZVPD).

Summary:
Charge: +1
2S+1: 1
E_tot, eV: -15589.772
Maximum force, Eh/bohr: 0.11571
LUMO level, eV: -3.71

XYZ file:
```
15
C3H10NS (ωB97M-V/def2-TZVPD)
C -2.4020 -0.5631 -0.6452
C -0.4920 -0.3336 0.7202
C 2.5096 1.1042 0.2824
N -1.3670 -1.0390 0.1800
S 1.2480 0.3229 -0.7378
H -3.3703 -0.9787 -0.2998
H -2.5215 0.5132 -0.3725
H -2.3337 -0.5071 -1.7073
H 2.4169 0.8625 1.3696
H -0.6331 0.8036 0.6546
H 2.5999 2.2819 0.3517
H 3.5543 0.8681 -0.2730
H 1.8938 -0.6875 -1.2971
H -1.3017 -2.0193 0.2250
H 0.1988 -0.6281 1.5492
```

=====

[8]
Entry from OMol25: a molecular structure, C3H10NS (ωB97M-V/def2-TZVPD).

Summary:
Charge: +1
2S+1: 1
E_tot, eV: -15590.975
Maximum force, Eh/bohr: 0.01818
LUMO level, eV: -4.27

XYZ file:
```
15
C3H10NS (ωB97M-V/def2-TZVPD)
C -1.6743 1.0336 -0.2467
S 0.0144 1.0393 0.4814
C 0.9913 1.3605 -1.0370
H -1.6993 0.3019 -1.0511
H -1.9430 2.0213 -0.6036
H -2.3158 0.7181 0.5716
H 2.0334 1.4606 -0.7501
H 0.8464 0.5457 -1.7405
H 0.6231 2.2947 -1.4493
C 0.8269 -2.6889 0.0388
N -0.0541 -1.9013 0.4880
H 1.7916 -2.2724 -0.2373
H 0.6720 -3.7527 -0.1073
H -0.9461 -2.3010 0.7755
H 0.0459 -0.6525 0.4765
```

=====

[9]
Entry from OMol25: 2 unconnected molecules or ions with the total composition C3H10NS (ωB97M-V/def2-TZVPD).

Summary:
Charge: +2
2S+1: 2
E_tot, eV: -15577.372
Maximum force, Eh/bohr: 0.06607
Expectation value of S²: 0.753
LUMO level (alpha / beta), eV: -9.21 / -12.30

XYZ file:
```
15
C3H10NS (ωB97M-V/def2-TZVPD)
C 1.1804 -0.8841 -3.5938
N 1.2800 0.2606 -2.9339
H 1.8622 -1.3116 -4.3712
H 0.3322 -1.4345 -3.2393
H 0.4889 0.4207 -2.2488
H 2.3084 0.5451 -2.8130
C -0.9863 -0.7284 2.4041
C -1.1028 0.8245 2.3184
S -0.6284 1.4469 0.6510
H -1.3142 -0.7975 3.4832
H -1.6487 -1.3230 1.7411
H 0.0336 -0.9346 2.1933
H -0.3955 1.1681 3.0910
H -2.0737 1.3718 2.4755
H 0.6642 1.3760 0.8425
```

=====

[10]
Entry from OMol25: 3 unconnected molecules or ions with the total composition C3H10O2 (ωB97M-V/def2-TZVPD).

Summary:
Charge: 0
2S+1: 1
E_tot, eV: -7358.867
Maximum force, Eh/bohr: 0.05711
LUMO level, eV: -4.88

XYZ file:
```
15
C3H10O2 (ωB97M-V/def2-TZVPD)
C 1.0248 -0.7830 0.8038
O 2.1588 0.4900 -1.0396
C -0.3299 -0.2066 0.3968
C -0.4416 0.9881 -0.5268
H 1.4097 -0.2663 1.6305
H 1.7215 -0.5579 -0.1567
H 1.0676 -1.7505 1.1934
H -0.8579 -0.9209 -0.2133
H -0.9734 -0.0019 1.2608
H -0.1386 0.6520 -1.5104
H -1.4665 1.3097 -0.6165
H 0.2320 1.8097 -0.1779
H -3.4585 -0.9142 0.4579
H 2.9845 0.4815 -1.4686
O -2.9325 -0.3296 -0.0333
```

=====

[11]
Entry from OMol25: 2 unconnected molecules or ions with the total composition C3H10O2P2 (ωB97M-V/def2-TZVPD).

Summary:
Charge: 0
2S+1: 1
E_tot, eV: -25941.461
Maximum force, Eh/bohr: 0.10474
LUMO level (alpha / beta), eV: -1.20 / -0.82

XYZ file:
```
17
C3H10O2P2 (ωB97M-V/def2-TZVPD)
C -0.7153 -1.9306 -0.9763
C 1.3713 1.9797 -0.8559
C -1.1832 0.2126 1.6640
O 0.7290 -1.7600 -0.8107
O 0.8233 0.7445 -1.1278
P 3.0140 -0.3623 0.6365
P 1.0313 -0.3779 0.0345
H -1.2776 -1.1223 -1.3493
H -1.2482 -2.4198 -0.1507
H -0.7079 -2.6250 -1.7332
H 2.5496 2.0358 -0.6784
H 0.9931 2.3139 0.0395
H 1.2012 2.7157 -1.7866
H -0.7522 1.0308 2.2785
H -2.0896 0.5139 1.0360
H -1.0136 -0.8207 1.9196
H 2.8174 -1.1497 1.7554
```

=====

[12]
Entry from OMol25: 2 unconnected molecules or ions with the total composition C3H10O2S (ωB97M-V/def2-TZVPD).

Summary:
SMILES: OCCCS.O
Charge: 0
2S+1: 1
E_tot, eV: -18202.720
Maximum force, Eh/bohr: 0.04343
LUMO level, eV: 0.74

XYZ file:
```
16
C3H10O2S (ωB97M-V/def2-TZVPD)
C -1.8052 -1.0494 -0.4256
O -1.5395 -1.9245 0.6588
C -0.6415 0.0129 -0.4762
C -0.4385 0.6329 0.9192
S 0.7542 1.9636 0.9361
H -2.8304 -0.6812 -0.4342
H -1.6440 -1.6251 -1.3456
H -2.1712 -1.8237 1.3697
H -0.9063 0.7984 -1.1833
H 0.2108 -0.6057 -0.7402
H -1.4053 0.9419 1.3311
H -0.0859 -0.1205 1.6399
H 1.2072 1.9061 -0.3274
H 2.1144 -1.8142 -2.6668
H 3.1507 -1.6872 -1.5999
O 2.4977 -1.1768 -2.0698
```

=====

- 2S+1 of number 12 (C3H10O2S)?
  1

=====

- What is the formula in the tenth record?
  C3H10O2

=====

- What is the formula in the third record?
  C3H10NPS